# 1
Computed, not measured: C5H11NOS in the gas phase in a non-equilibrium geometry, with ωB97M-V with the def2-TZVPD basis set.

Orbital gap: 10.015 eV
Maximum force: 4.2 eV/A
Lowest unoccupied orbital energy: 0.73 eV
Electronic energy: -725.25903 a.u.
Molecular weight: 133.22 u
Structure (SMILES): CC(=O)NCCCS

Positions of all 19 atoms, in Å:
O  -1.50014  -0.46749  3.22923
C  -1.10519  0.10369  2.23814
N  -0.44365  -0.63696  1.26613
C  0.02950  -0.04466  -0.09158
C  1.15036  -0.84343  -0.77941
C  1.53322  -0.19418  -2.11151
S  1.02021  -0.95599  -3.65546
C  -1.67069  1.50416  2.02743
H  -0.06218  -1.51681  1.51711
H  -0.75898  -0.02068  -0.79637
H  0.39539  0.99507  0.06224
H  2.02953  -0.67419  -0.02043
H  0.99159  -1.90255  -0.96353
H  1.19727  0.76926  -2.11426
H  2.58482  0.05387  -2.23781
H  0.06221  -1.74443  -3.24120
H  -0.88763  2.25556  2.26814
H  -1.98176  1.56393  0.88001
H  -2.58386  1.75584  2.52312

natural (NBO) population analysis, charges in e, atoms 1 to 5: number 1, O, carries -0.61; number 2, C, carries 0.67; number 3, N, carries -0.63; number 4, C, carries -0.21; number 5, C, carries -0.42


# 2
Computed, not measured: 3 unconnected molecules or ions with the total composition C5H11NOS2 in a non-equilibrium geometry, with ωB97M-V with the def2-TZVPD basis set.

Orbital gap: 8.663 eV
Maximum force: 5.6 eV/A
Lowest unoccupied orbital energy: 0.03 eV
Electronic energy: -1123.32627 a.u.
Molecular weight: 165.28 u

Positions of all 20 atoms, in Å:
C  -0.55133  0.78725  -1.38114
C  -0.43562  -0.59378  2.14588
C  1.25443  -3.17607  -2.10558
C  0.13739  3.52853  1.69969
C  0.15510  0.71733  1.62424
N  -1.57033  1.32304  -1.11338
O  0.20257  0.14644  -1.97078
S  -0.43301  -3.00648  -2.73754
S  -0.62998  1.94969  2.42665
H  0.19583  -0.98317  2.94528
H  -0.38225  -1.37024  1.46580
H  -1.55041  -0.67582  2.34621
H  1.98318  -3.56420  -2.82566
H  1.26941  -3.64932  -1.21175
H  1.77881  -2.20315  -1.75465
H  -0.61392  4.16383  1.62695
H  0.46071  3.14423  0.76276
H  0.79229  3.80172  2.55986
H  -0.07844  -2.44436  -3.93642
H  -1.98443  2.10454  -0.56641

natural (NBO) population analysis, charges in e, atoms 1 to 5: number 1, C, carries 0.86; number 2, C, carries -0.76; number 3, C, carries -0.74; number 4, C, carries -0.69; number 5, C, carries -0.24


For the records above, the corresponding energy relative to the best compared isomer or geometry (same formula, charge and spin) values read 41.3, 114.3 kcal per mole.
For the records above, the corresponding HOMO level values read -0.341, -0.317 hartree.